The following is a quantum chemistry calculation of a molecular structure, C22H25As2NO2S2Tc, from the Open Molecules 2025 dataset.

Results
Largest force on an atom ... 0.80 eV Å⁻¹
HOMO-LUMO gap (spin up / spin down) ... 8.337 / 7.399 eV
ΔE to the lowest compared entry with this formula, charge and spin ... 2.4 kcal/mol
HOMO (spin up / spin down) ... -0.54874 / -0.56333 Eh

ORCA input file:
```
! RIJCOSX wB97M-V def2-TZVPD def2/J DEFGRID3
* xyz 2 2
Tc -0.301 -1.347 0.183
As -0.940 1.118 0.284
As -0.546 -0.771 -2.297
S 1.987 -1.424 -0.501
S 1.178 -0.288 3.320
O 0.849 -1.226 4.336
O 0.474 0.953 3.215
N 1.043 -1.074 1.804
C -2.032 1.867 1.683
C -1.244 -2.128 -3.479
C -3.304 2.059 -3.691
C -2.189 -1.647 1.400
C 1.019 -0.204 -3.281
C 0.599 2.285 0.221
C 5.528 0.260 2.357
C 4.628 -0.279 1.446
C -1.671 -3.051 -0.357
C -1.765 0.705 -2.443
C 3.797 0.493 4.052
C 2.917 -0.033 3.135
C -2.828 2.590 -1.391
C -1.256 -2.611 1.851
C -1.953 1.511 -1.321
C -0.926 -3.467 0.774
C -3.504 2.857 -2.574
C 2.179 -0.996 1.150
C 5.121 0.634 3.635
C -2.433 0.981 -3.630
C 3.312 -0.423 1.855
C -2.449 -1.904 0.020
H 1.182 2.152 1.131
H -2.650 -0.889 2.012
H -2.156 2.928 1.478
H 3.485 0.788 5.045
H -0.613 -3.014 -3.429
H 1.607 0.520 -2.725
H -3.010 1.389 1.697
H 6.564 0.384 2.073
H 5.847 1.045 4.324
H 1.210 2.049 -0.648
H -1.693 -3.542 -1.315
H -4.190 3.692 -2.621
H -3.156 -1.369 -0.596
H 0.664 0.244 -4.208
H 1.632 -1.074 -3.510
H 0.250 3.315 0.158
H -0.237 -4.297 0.815
H -2.271 -2.378 -3.224
H -3.831 2.273 -4.612
H -2.997 3.226 -0.533
H -1.534 1.731 2.637
H -1.214 -1.735 -4.494
H 4.945 -0.588 0.458
H -0.832 -2.656 2.844
H -2.290 0.366 -4.510
*
```

The following is a quantum chemistry calculation of a molecular structure, C26H27ClN4O3SiTi in a non-equilibrium geometry, from the Open Molecules 2025 dataset.

Results
Largest force on an atom ... 2.24 eV Å⁻¹
HOMO-LUMO gap ... 5.666 eV
ΔE to the lowest compared entry with this formula, charge and spin ... 23.3 kcal/mol
HOMO ... -0.23866 Eh

ORCA input file:
```
! RIJCOSX wB97M-V def2-TZVPD def2/J DEFGRID3
* xyz 0 1
Ti -0.034 0.199 0.233
Cl -2.975 2.933 0.114
Si 0.072 -2.313 -0.149
O -1.974 -0.106 0.548
O -0.006 2.259 -0.160
O -0.808 0.875 -1.653
N 2.369 -0.047 1.515
N -3.257 -0.223 0.400
N 0.152 0.198 2.163
N 1.837 0.122 0.274
C 1.736 -3.119 -0.736
C -5.181 -0.107 -0.984
C 4.606 -0.001 -2.850
C -1.900 -2.341 -2.274
C -0.391 0.215 4.492
C -2.908 -2.862 -3.067
C -0.267 -3.107 1.599
C 1.489 0.007 2.479
C 2.762 0.100 -0.746
C -0.730 0.317 3.174
C -3.822 -0.048 -0.818
C -5.406 -0.556 1.348
C -0.826 1.974 -1.051
C -1.944 2.980 -1.332
C 0.965 -0.013 4.832
C 2.327 0.086 -2.082
C -1.264 -3.111 -1.303
C -4.040 -0.522 1.465
C -3.295 -4.181 -2.911
C -6.006 -0.332 0.114
C 1.889 -0.111 3.846
C -2.650 -4.976 -1.979
C 4.143 0.074 -0.494
C 3.244 0.036 -3.114
C 5.045 0.023 -1.534
C -1.645 -4.444 -1.191
H 0.476 -2.751 2.312
H -5.596 0.032 -1.970
H -1.144 -5.076 -0.475
H 4.480 0.092 0.530
H -2.933 -6.013 -1.864
H -1.137 0.306 5.264
H 5.319 -0.048 -3.660
H -0.216 -4.192 1.589
H -3.394 -2.241 -3.810
H -3.526 -0.706 2.398
H 1.996 -2.819 -1.748
H -3.125 0.143 -1.620
H -6.003 -0.762 2.220
H 6.104 -0.003 -1.320
H 1.248 -0.095 5.870
H -4.094 -4.587 -3.516
H 1.260 0.100 -2.299
H 2.935 -0.267 4.045
H -1.759 0.517 2.883
H -2.553 2.710 -2.196
H 1.676 -4.205 -0.719
H -1.580 -1.316 -2.405
H -7.077 -0.340 0.011
H -1.542 3.991 -1.411
H -1.248 -2.827 1.985
H 2.553 -2.817 -0.086
H 2.900 0.015 -4.140
*
```

The following is a quantum chemistry calculation of 9 unconnected molecules or ions with the total composition C29H80N4O13 in a non-equilibrium geometry, from the Open Molecules 2025 dataset.

Results
Largest force on an atom ... 2.34 eV Å⁻¹
HOMO-LUMO gap ... 9.060 eV
ΔE to the lowest compared entry with this formula, charge and spin ... 1.6 kcal/mol
SMILES string ... COCCNCCOC.COCCNCCOC.COCCNCCOC.COCCNCCOC.CO.CO.CO.CO.CO
HOMO ... -0.31354 Eh

ORCA input file:
```
! RIJCOSX wB97M-V def2-TZVPD def2/J DEFGRID3
* xyz 0 1
O -1.375 4.734 1.089
O 3.679 1.370 -0.619
O -2.905 -6.238 4.259
O 3.927 -0.812 -2.229
O 1.248 -2.573 1.487
O -1.244 -3.155 -1.126
O 2.205 4.171 -3.968
O 1.440 4.979 1.916
O -5.647 -5.896 -3.113
O 2.564 -2.365 5.633
O 0.799 0.930 -0.891
O -1.993 0.763 2.790
O 2.796 7.948 -6.296
N -3.464 -5.265 -1.096
N 2.760 -0.941 3.367
N -2.368 -2.536 4.288
N 0.705 6.331 -5.205
C 3.258 -3.226 6.552
C -1.966 -0.171 3.860
C -2.740 -4.927 4.821
C -4.841 -4.712 -3.047
C 0.815 4.104 -4.054
C -1.964 -1.589 3.291
C 2.731 3.434 -2.852
C -7.043 -5.542 -3.313
C 2.010 -0.477 2.190
C 2.173 4.687 0.713
C -2.975 -7.265 5.265
C 0.332 4.893 -5.256
C 1.437 -3.667 0.638
C -1.513 -1.803 -1.020
C 2.844 -1.468 -2.898
C 2.230 -0.305 4.604
C -2.325 -3.910 3.794
C 0.548 7.048 -6.481
C 1.396 8.351 -6.453
C -2.008 5.755 0.282
C -2.192 -5.266 -0.408
C 3.404 7.565 -7.495
C 4.814 1.559 0.222
C 2.074 -1.525 1.088
C -3.397 -4.984 -2.528
C -2.284 2.103 3.102
C 2.910 -0.996 5.812
C -0.427 1.478 -0.476
C -1.753 -3.868 -0.036
H -3.262 -2.303 4.742
H 2.758 -2.483 -2.439
H 1.938 -0.952 -2.637
H 2.478 -1.924 3.458
H 4.704 -0.724 -2.792
H -1.905 -5.035 5.550
H -7.359 -4.861 -2.521
H 4.399 7.176 -7.241
H 3.182 5.153 0.724
H 1.706 6.366 -4.927
H -2.902 -0.095 4.437
H -5.266 -3.993 -2.301
H -3.845 -6.168 -0.936
H -2.870 5.278 -0.152
H -2.815 -5.781 -3.117
H -2.659 -1.586 2.439
H 1.247 8.914 -7.381
H 0.826 -3.614 -0.257
H -0.484 7.333 -6.720
H 2.432 0.482 1.899
H 3.998 -0.869 5.843
H -1.163 -1.252 -1.898
H 1.149 -4.559 1.225
H 3.793 3.672 -2.754
H -3.562 -7.007 6.126
H -2.471 6.575 0.848
H 2.795 6.880 -8.106
H 4.944 2.626 0.396
H 1.132 -0.503 4.649
H 1.508 1.547 -0.602
H 1.181 8.868 -5.516
H 1.846 -1.175 0.066
H 3.086 -1.956 1.038
H 1.600 5.125 -0.111
H -0.731 4.814 -5.242
H -1.321 6.174 -0.474
H 4.707 1.010 1.173
H -1.290 -4.080 3.477
H -2.196 2.714 2.202
H 2.428 -0.680 6.756
H 3.735 0.464 -0.917
H 2.197 3.758 -1.916
H -0.482 2.555 -0.714
H -2.960 -3.942 2.929
H 2.378 0.771 4.588
H 2.965 -1.544 -3.980
H -1.368 -5.777 -0.943
H -1.019 -1.414 -0.155
H -3.670 -4.556 5.323
H 0.898 6.426 -7.386
H -1.134 -0.057 4.593
H -4.800 -4.203 -4.007
H -1.242 0.992 -1.015
H 2.936 -4.213 6.317
H 0.369 3.061 -4.181
H 0.946 -0.269 2.292
H 2.887 -2.983 7.537
H -0.601 5.045 1.543
H 2.582 2.379 -3.014
H -3.399 -8.145 4.795
H -1.964 -7.503 5.583
H -2.748 -4.105 -2.563
H -2.565 -1.632 -0.989
H -2.265 -5.858 0.517
H 4.317 -3.068 6.405
H -7.557 -6.490 -3.113
H -7.261 -5.065 -4.298
H -0.981 -3.911 0.795
H 3.511 8.397 -8.177
H -1.611 2.543 3.871
H 0.690 4.439 -6.207
H -2.559 -3.243 0.301
H 2.468 -3.765 0.409
H -3.321 2.156 3.535
H 5.726 1.171 -0.337
H 1.521 4.191 2.506
H 2.185 3.593 0.521
H 0.375 4.493 -3.122
H -0.998 -1.910 2.946
H -0.587 1.393 0.602
*
```

The following is a quantum chemistry calculation of 10 unconnected molecules or ions with the total composition C51H80N2O20P in a non-equilibrium geometry, from the Open Molecules 2025 dataset.

Results
Largest force on an atom ... 2.88 eV Å⁻¹
HOMO-LUMO gap ... 8.203 eV
ΔE to the lowest compared entry with this formula, charge and spin ... 0.0 kcal/mol
HOMO ... -0.37441 Eh

ORCA input file:
```
! RIJCOSX wB97M-V def2-TZVPD def2/J DEFGRID3
* xyz 1 1
P -0.737 7.427 2.433
O 0.613 -5.723 -0.006
O -2.425 -3.488 -3.830
O 1.249 0.011 4.123
O -2.862 -0.891 4.322
O 3.342 3.866 -5.311
O 0.659 6.762 2.142
O 4.686 5.046 -1.913
O -4.740 0.377 2.763
O -3.219 2.626 7.177
O -0.365 8.608 3.415
O -1.537 1.968 -3.446
O 3.215 -4.722 -4.913
O -1.610 7.799 1.327
O -4.547 -2.395 -1.948
O 2.566 1.280 1.484
O -1.376 6.376 3.434
O 2.280 1.840 6.841
O -0.322 -7.199 -5.287
O 2.775 -4.274 0.927
O 4.777 -3.906 -7.180
N -1.231 0.266 1.159
N -0.560 -1.151 -0.280
C -0.078 -6.865 -3.983
C -0.850 -5.940 -1.876
C -0.184 -0.133 0.473
C 0.618 9.556 2.975
C -3.787 -3.190 -4.041
C -1.171 1.355 2.143
C 2.816 2.217 -0.709
C -1.896 -1.433 5.187
C -1.146 1.719 8.072
C -1.083 -6.343 -3.185
C 1.038 4.235 -4.782
C 1.426 -6.662 -2.072
C -0.347 2.444 -3.973
C 0.383 -6.180 -1.296
C 5.029 -5.109 -6.490
C -1.885 2.293 7.031
C 0.767 1.614 -3.961
C 3.077 2.276 0.653
C 0.344 -1.828 -1.215
C -6.027 0.459 2.197
C -2.370 -0.353 0.674
C 3.873 3.280 1.176
C -0.197 3.771 -4.373
C 1.077 -3.054 2.137
C -2.125 2.472 1.829
C 1.675 -1.034 3.324
C 1.169 -7.040 -3.391
C 2.214 -3.898 -5.467
C 0.698 5.601 1.318
C 0.230 1.577 7.958
C 2.140 3.388 -4.816
C 0.209 2.609 5.814
C 4.129 4.207 -1.022
C -1.157 2.807 5.960
C 1.966 2.041 -4.507
C 5.764 -3.553 -8.084
C 3.310 3.208 -1.551
C -4.581 -3.515 -2.808
C -5.152 -2.569 -0.714
C -4.797 0.546 4.162
C 0.717 -1.909 2.839
C -2.765 6.530 3.777
C -3.494 0.222 4.877
C -1.938 -1.263 -0.212
C -1.526 -3.084 -4.873
C 3.009 -1.360 3.098
C 0.929 2.026 6.851
C 3.767 -5.626 -5.858
C 4.366 4.284 0.340
C 2.398 -3.263 1.755
C 3.365 -2.483 2.364
H -6.241 -2.669 -0.786
H 2.264 1.407 -1.177
H -1.386 0.930 3.126
H 4.920 5.158 0.661
H 5.344 -2.819 -8.771
H -5.635 -0.031 4.583
H -0.350 -1.742 2.927
H -1.133 4.301 -4.527
H -1.681 1.186 8.854
H -1.597 -5.342 -1.363
H -1.165 -0.725 5.607
H -2.026 -5.985 -3.587
H 0.801 0.299 0.423
H 2.312 -7.016 -1.559
H -2.382 -1.892 6.061
H 3.829 -0.768 3.494
H 2.618 1.853 5.943
H 1.326 9.687 3.797
H -1.669 3.254 1.219
H -4.098 -4.344 -2.274
H -1.748 -2.079 -5.245
H -3.903 -2.106 -4.206
H 2.033 0.567 4.203
H 0.284 -1.386 -2.199
H 5.881 -5.029 -5.807
H 6.050 -4.418 -8.703
H -3.293 -0.029 1.122
H -1.771 3.273 5.192
H -2.265 2.555 -3.675
H -0.536 -3.083 -4.415
H -6.539 1.383 2.451
H 0.178 10.537 2.802
H 0.144 -2.897 -1.243
H -4.891 -1.707 -0.107
H -3.407 2.779 8.108
H -0.127 1.645 2.244
H 3.267 3.084 -2.622
H -3.685 0.094 5.953
H -2.876 6.866 4.811
H -1.285 -2.211 4.737
H -5.077 1.584 4.408
H -1.509 -3.820 -5.688
H 2.575 -3.357 -6.346
H -4.160 -3.713 -4.929
H 2.630 1.622 2.382
H 1.275 -4.446 -5.592
H -2.271 3.054 2.749
H 1.334 -1.704 -0.773
H -0.159 4.950 1.186
H 4.397 -2.791 2.265
H 5.301 5.714 -1.607
H -3.359 5.645 3.575
H 5.313 -5.875 -7.237
H 0.648 3.016 4.908
H 0.757 1.060 8.752
H 2.039 -4.831 0.599
H -3.186 7.375 3.218
H -5.613 -3.714 -3.115
H -6.577 -0.470 2.393
H -0.186 -5.290 0.315
H 1.188 9.231 2.106
H 1.414 4.909 1.794
H 4.281 3.178 2.179
H 1.258 5.832 0.412
H 0.343 -3.821 1.915
H 6.712 -3.157 -7.700
H -2.918 1.161 4.892
H -2.368 -2.040 -0.827
H -5.869 0.353 1.118
H 3.730 3.175 -5.861
H -4.799 -3.481 -0.211
H 1.054 5.206 -5.261
H -3.114 2.207 1.475
H 3.974 -6.552 -5.315
H 0.640 0.562 -3.767
H 3.035 -5.882 -6.634
H 2.809 1.395 -4.736
H 2.011 -7.416 -3.967
H 2.033 -3.075 -4.775
H 0.272 -7.924 -5.513
*
```